The following is a DFT calculation (wB97M-V/def2-TZVPD) of a molecular structure, C43H52N6PSe2Si2Ti in a non-equilibrium geometry.

Geometry as XYZ:
```
107
Properties=species:S:1:pos:R:3:forces:R:3:lowdin_charge:R:1
Ti 0.298316 1.519383 -1.663973 -2.2632 0.8265 3.5390 1.0098
C 2.887398 -0.279759 -0.239079 -0.6424 -0.7115 0.2564 -0.1960
C 2.758763 0.409341 1.118834 -1.4866 -0.7223 0.3704 -0.1078
C 3.520941 -0.313487 2.218234 1.4691 0.0861 -1.3288 -0.2929
C 4.354202 -1.401866 1.903731 -0.1183 0.3660 1.1251 -0.0202
C 5.211682 -1.870272 2.903501 0.3396 -0.9539 -0.9326 -0.0706
C 5.179406 -1.321660 4.177164 -1.2764 0.2643 0.8785 -0.0808
C 4.210481 -0.334907 4.416144 0.4112 1.2280 -0.7752 -0.1148
N 3.493534 0.235441 3.409508 -0.0317 -0.4393 1.7472 0.1126
N 2.296594 0.391777 -1.463079 1.5696 -0.1056 -0.6929 -0.1688
C 2.041141 -0.804632 -2.382937 1.3011 -0.0341 1.8446 -0.1277
C 1.250524 -0.493075 -3.576477 -2.0840 -0.3053 -1.2447 -0.2480
C 1.292515 -1.454101 -4.614857 1.2577 0.7041 -0.1383 -0.0038
C 0.737673 -1.147169 -5.841275 -0.9477 1.0239 0.2079 -0.0176
C -0.111105 0.010585 -5.898916 0.2412 -1.0571 -1.1227 -0.0504
C -0.293002 0.770249 -4.778587 0.3718 0.7148 1.2161 -0.1212
N 0.371300 0.551196 -3.580794 0.7491 -1.6324 -2.2169 0.0108
C 3.388048 1.343400 -2.029485 -1.7296 -0.4355 -0.2846 -0.0633
C 2.793831 2.548313 -2.776859 -1.1631 -0.7561 -1.2958 -0.2457
C 3.622778 3.156534 -3.704549 0.9517 1.2737 -0.4929 -0.0287
C 3.114928 3.976170 -4.707210 -0.3503 0.0522 0.2605 -0.0281
C 1.721014 4.214167 -4.752470 -0.0724 0.1308 0.7596 -0.0395
C 0.937376 3.764164 -3.689813 1.4534 -1.6879 0.3312 -0.0539
N 1.460725 2.829163 -2.766802 0.9033 1.9058 -1.4139 -0.0166
H 3.952499 -0.520103 -0.420444 -0.4079 0.2584 -0.3682 0.1180
H 2.333374 -1.250754 -0.212445 0.6600 0.7210 0.5898 0.1151
H 2.971311 1.476231 1.079959 0.2625 0.0276 0.1390 0.1004
H 1.717148 0.310379 1.499331 0.2313 0.3897 -0.7166 0.1220
H 4.289269 -1.818859 0.911050 0.3986 -0.3499 0.2196 0.0904
H 5.899590 -2.702686 2.645627 -0.4671 0.6488 0.3660 0.1161
H 5.727008 -1.689762 5.052847 0.0929 0.0306 -0.7133 0.1061
H 4.117724 0.186440 5.400151 0.0201 -0.7444 -0.8557 0.1186
H 3.047816 -1.315374 -2.646589 -1.5918 0.7807 0.3412 0.1673
H 1.467539 -1.504013 -1.707848 0.3368 0.4151 -1.0015 0.1372
H 1.970500 -2.313855 -4.461470 -0.5438 0.5204 -0.2964 0.1322
H 0.967386 -1.726895 -6.737842 -0.3616 0.0202 0.3773 0.1174
H -0.677060 0.282063 -6.829915 0.8322 -0.3154 1.0286 0.1314
H -0.926414 1.674719 -4.849557 0.2636 -0.7663 0.4526 0.1239
H 3.957218 1.741709 -1.222998 0.3142 0.1560 1.0384 0.1087
H 4.134207 0.812104 -2.672982 -0.8566 0.2261 0.3034 0.1461
H 4.723510 3.072312 -3.644754 -0.7683 -0.3632 0.0057 0.1350
H 3.835383 4.437077 -5.400292 -0.6791 -0.2935 0.1575 0.1223
H 1.202516 4.778373 -5.535095 0.5636 -0.0480 0.2914 0.1162
H -0.131365 4.028737 -3.649871 0.6202 -0.4275 0.3908 0.1309
Se -3.388278 -1.413266 3.661015 0.8622 -0.6818 -0.6156 0.0713
P -2.094680 -2.817165 2.540319 -0.6533 1.5601 0.3460 0.0662
Se -1.098823 -2.077643 0.710719 0.0764 -0.1592 0.3992 0.0722
C -0.890703 -3.538882 3.717718 1.1011 0.7666 -0.2293 -0.4263
C -1.132841 -4.654771 4.489381 -0.8271 -0.9379 0.0943 -0.1103
C -0.108050 -5.245219 5.239820 -0.0458 0.7668 0.4563 -0.0877
C 1.088711 -4.549543 5.487503 -0.2163 -0.6057 0.6272 -0.1057
C 1.345623 -3.391005 4.755934 -0.7009 -0.1677 0.0215 -0.0908
C 0.358963 -2.932868 3.855833 1.5658 0.6621 -0.2856 -0.1161
C -3.155823 -4.187129 2.030514 0.4350 -2.1942 -1.0428 -0.4341
C -2.677273 -5.537639 1.913896 -1.3948 1.8242 0.6842 -0.0888
C -3.618803 -6.515179 1.642431 -1.3151 -0.3248 -0.3719 -0.0954
C -4.967544 -6.236913 1.273897 1.3017 2.3277 0.8672 -0.0695
C -5.384365 -4.878991 1.227367 1.1972 -1.5763 -0.3825 -0.0795
C -4.450388 -3.929601 1.585558 0.0158 2.2199 0.0474 -0.1543
H -2.182249 -5.016749 4.479859 1.0160 -0.3261 0.0614 0.1213
H -0.220735 -6.211580 5.710609 -0.4301 0.0792 0.2327 0.0922
H 1.700029 -4.914632 6.368390 -0.2759 0.4289 -1.5685 0.1153
H 2.297609 -2.866103 4.872915 -0.4201 0.0129 -0.0629 0.0864
H 0.668513 -2.058381 3.245603 -0.6730 -0.6125 0.2823 0.0765
H -1.653032 -5.754779 2.169846 0.0442 -0.2591 -0.0302 0.0964
H -3.359678 -7.549430 1.786014 0.2599 -0.3207 -0.2923 0.0879
H -5.687992 -6.986217 1.102928 -0.4500 -1.0315 -0.2352 0.0736
H -6.347191 -4.569704 0.838190 -0.0249 -0.1563 0.1978 0.0977
H -4.698220 -2.844837 1.486021 -0.0671 -0.9839 0.3852 0.0705
C -2.459031 -1.106801 -3.076666 -0.1533 0.1847 0.6069 -0.1791
Si -3.227020 0.393383 -2.210693 1.0384 0.4020 0.7109 0.4994
C -4.458866 -0.247921 -0.887916 -0.3980 0.4956 -0.3662 -0.1571
C -4.034864 1.472896 -3.549520 -0.3624 -1.6553 -0.8118 -0.1862
N -1.758555 1.369047 -1.595283 0.3247 -0.0791 -1.1437 -0.1627
C -2.130043 2.080856 -0.444157 0.6846 0.3235 0.8739 -0.3814
C -3.412797 2.565701 -0.203407 -0.5501 -1.6094 -0.3066 -0.1041
C -3.883925 2.538166 1.111816 -0.7594 1.4988 1.3287 -0.1170
C -2.983193 2.569064 2.179430 -0.8435 -0.9861 0.4938 -0.1211
C -1.633193 2.394784 1.922079 1.7932 0.5528 -1.5209 -0.0610
C -1.118577 2.273701 0.577277 -3.3941 0.7691 1.8491 -0.3741
N 0.156222 2.578431 0.159099 2.3238 -0.2996 -1.3706 -0.1703
Si 0.945160 3.934288 1.121598 -1.1257 -0.9853 -1.0580 0.5012
C 1.538254 3.315974 2.781564 0.3636 1.0421 1.1404 -0.2013
C -0.325009 5.385052 1.186558 0.7641 0.6800 0.4375 -0.1668
C 2.532269 4.491895 0.202348 -0.5557 0.6957 1.1618 -0.1709
H -1.652242 -1.512158 -2.450399 0.1107 0.2294 -0.2921 0.0014
H -2.169216 -0.887792 -4.099089 0.3321 -0.0379 -0.0819 0.0001
H -3.169699 -1.919634 -3.120537 -0.4667 -0.2117 -0.0634 0.0288
H -5.076868 0.534365 -0.394268 0.5832 -0.3896 -0.4346 0.0262
H -3.959532 -0.807979 -0.077154 -0.1407 0.0186 -0.4889 0.0077
H -5.196876 -0.872138 -1.453245 0.6751 0.0690 0.4620 0.0410
H -5.028033 1.881519 -3.403843 -0.0670 0.2172 0.4192 0.0206
H -4.166341 0.779626 -4.429563 0.2253 0.6701 0.5473 0.0365
H -3.342358 2.248645 -3.825087 0.2268 0.4516 -0.1825 -0.0018
H -4.122049 2.645976 -1.050541 0.4240 -0.2160 0.5829 0.0968
H -4.975968 2.554741 1.352279 1.0260 0.3467 -0.4612 0.1125
H -3.322658 2.630300 3.245852 0.2165 -0.2118 -1.2437 0.1146
H -0.905660 2.425699 2.739668 -0.3058 0.0402 -0.2384 0.0893
H 1.007498 3.850558 3.621307 0.5726 -0.2133 -0.8118 0.0477
H 2.621114 3.660528 2.779706 -1.0808 -0.7935 0.5246 0.0372
H 1.414652 2.257101 3.059332 0.4098 0.3242 -0.5355 0.0201
H 0.167382 6.388980 0.976904 -0.5639 -1.2205 -0.2901 0.0379
H -0.757969 5.564969 2.184001 0.1284 -0.4806 -0.1896 0.0250
H -1.175347 5.160618 0.523192 0.3954 0.2769 0.0089 0.0275
H 2.319380 5.293414 -0.492539 -0.0208 0.2983 -0.1970 0.0196
H 2.973173 3.706594 -0.345941 0.5112 -1.1416 -0.7070 -0.0361
H 3.309785 4.828975 0.916739 -0.4955 0.0128 -0.2849 0.0390
```
Positions in Å, forces in eV/Å.

For the HOMO-LUMO gap (alpha / beta), the calculation gives 0.1587 / 0.1522 Eh. As for the spin multiplicity: 2. The net charge is 0.

The following is a DFT calculation (wB97M-V/def2-TZVPD) of a molecular structure, C43H53BrN3O5PPbS3 in a non-equilibrium geometry.

Geometry as XYZ:
```
110
Properties=species:S:1:pos:R:3:forces:R:3:lowdin_charge:R:1
Pb 0.480337 -1.269841 -0.821617 -0.1024 -1.0264 0.5901 1.2562
O 4.734019 -4.802562 -3.567896 -0.4311 -0.6217 -0.4267 0.1509
C 5.363574 -3.869349 -2.911114 0.3595 0.5753 0.5095 -0.5134
O 6.564642 -3.799233 -2.837059 -0.0971 -0.0069 -0.0462 0.1195
C 4.543295 -2.825598 -2.206269 -0.2439 0.1692 -0.1100 -0.0329
C 5.079646 -1.706745 -1.586026 0.0414 -0.5967 -0.3137 0.0291
N 4.063872 -1.010777 -1.065226 0.0660 0.0336 -0.1414 0.0372
N 2.895182 -1.607978 -1.301279 -0.4743 0.0982 -0.0162 -0.1054
C 3.154500 -2.713483 -1.990347 0.5329 0.2106 -0.0301 -0.1618
C 2.016125 -3.648740 -2.294126 0.5283 0.0386 -0.1345 -0.5767
O 2.182096 -4.580737 -3.065771 -0.0284 -0.1483 -0.0862 0.0977
O 0.939549 -3.401560 -1.660504 -0.6742 0.7203 0.3003 -0.2226
H 3.731939 -4.783561 -3.507466 0.4418 0.2500 0.1883 0.0796
H 6.103755 -1.407186 -1.498475 0.2443 0.0748 0.0368 0.1492
H 4.106453 -0.146156 -0.546698 0.0149 -0.1900 -0.0253 0.1686
C 1.531939 7.236033 -1.138848 -0.1401 -0.2245 0.1778 -0.0113
C 1.517229 6.350103 -2.395697 0.3386 0.1198 0.0426 -0.5332
C 0.629628 7.031944 -3.461931 -0.2967 -0.2987 -0.0682 0.0071
C 2.945322 6.249517 -2.940920 -0.1270 -0.1838 0.0104 -0.0356
C 0.891250 5.019223 -2.095990 0.0527 0.6536 -0.0201 -0.0405
C 1.438516 3.811276 -2.571983 0.2307 -1.5753 -0.1732 -0.0115
C 0.865240 2.628204 -2.224908 2.1425 -0.6132 -1.7002 -0.4507
Br 1.601687 0.986235 -2.874197 -0.2110 1.3213 0.0238 0.9077
C -0.292487 2.504900 -1.350071 -0.8065 -2.4743 0.9999 -0.2899
O -0.613159 1.396806 -0.891257 0.5301 2.8493 -0.9571 -0.0265
C -0.968175 3.772817 -1.065072 -0.8374 1.7351 0.5184 0.0070
C -0.324265 4.941202 -1.398524 -0.9017 -0.4015 0.6379 0.0593
C -2.350589 3.857385 -0.447064 -0.3014 -0.1937 0.1489 -0.5228
C -2.282799 4.638365 0.875212 0.2584 -0.0081 -0.0380 -0.0075
C -3.012776 2.508426 -0.167456 0.2410 0.0007 0.0262 -0.0578
C -3.247417 4.623803 -1.437711 0.1839 0.0087 -0.1108 -0.0103
H 1.996920 8.188711 -1.376921 0.0354 0.0251 -0.0841 0.1062
H 2.104119 6.763455 -0.344830 0.0928 0.0181 0.1362 0.1027
H 0.532451 7.443515 -0.770496 -0.1053 0.0778 0.0865 0.0844
H 1.065233 7.994826 -3.715242 0.0977 0.0567 0.0382 0.1118
H -0.377936 7.192605 -3.090323 -0.1485 0.0899 -0.0004 0.0918
H 0.575934 6.426067 -4.362564 -0.0205 0.0048 -0.1671 0.1016
H 3.373368 7.247500 -3.004752 -0.0313 0.0194 -0.0051 0.1034
H 2.969767 5.825988 -3.942925 0.0401 -0.0734 -0.0788 0.0949
H 3.582068 5.660184 -2.284594 0.1254 -0.0402 0.0521 0.0993
H 2.308899 3.814301 -3.207154 0.1023 0.0179 -0.0339 0.1214
H -0.793967 5.870564 -1.122241 -0.0933 0.0527 0.0099 0.1182
H -1.679120 4.103784 1.604155 0.0407 -0.0446 0.1428 0.0998
H -3.285436 4.758436 1.276179 -0.0931 -0.0316 -0.0047 0.1052
H -1.855929 5.624902 0.734514 0.0388 0.2156 0.0460 0.0832
H -2.428710 1.908610 0.525886 -0.1676 -0.0618 0.0668 0.0823
H -3.145423 1.939019 -1.083906 -0.0972 -0.1399 -0.0547 0.0738
H -3.996077 2.690367 0.262243 -0.0317 0.0105 0.0058 0.1018
H -2.916169 5.647375 -1.571431 0.0066 0.2041 -0.0464 0.0854
H -4.265051 4.645520 -1.060789 -0.0977 -0.0271 0.0828 0.1046
H -3.249496 4.134295 -2.407862 -0.0916 -0.0468 -0.1637 0.0999
C -4.959152 0.158661 2.453609 -0.2857 -0.1196 0.4323 -0.5302
C -5.531440 -0.501882 1.195320 0.5494 0.0870 -0.1145 -0.5028
S -4.221228 -0.936243 0.005121 -0.1688 -0.1787 -0.1504 0.8438
C -3.894494 -2.697417 0.344308 -0.2002 0.4363 0.1150 -0.5149
C -3.565416 -3.012608 1.787345 0.2184 -0.0277 0.1167 -0.5171
S -2.054912 -2.151298 2.355378 -0.3284 -0.1498 -0.1134 0.8369
C -2.426749 -2.070881 4.134551 0.1601 0.3318 -0.3308 -0.4945
C -3.267628 -0.859763 4.516575 -0.2630 -0.3951 -0.0230 -0.5184
S -4.997388 -0.916241 3.935306 0.1098 0.3568 0.1350 0.8890
H -5.554951 1.033937 2.715557 0.0453 0.0379 -0.0821 0.0661
H -3.927589 0.463907 2.283878 -0.0573 0.0271 0.0220 0.0376
H -6.164814 0.210635 0.668117 -0.0643 -0.0723 -0.0399 0.0679
H -6.126992 -1.387213 1.411938 -0.0611 0.0130 0.0247 0.0791
H -3.054994 -2.944604 -0.307625 -0.0721 -0.0793 -0.1096 0.0499
H -4.772558 -3.265541 0.035463 0.1055 -0.1052 -0.0528 0.0875
H -3.399910 -4.086871 1.888260 -0.0427 -0.0209 0.0187 0.0863
H -4.373412 -2.713703 2.461111 0.1342 -0.1613 -0.2583 0.0123
H -1.459864 -2.001513 4.632014 0.0388 -0.1139 0.0571 0.0487
H -2.908824 -3.003053 4.420306 0.0198 -0.0508 0.0951 0.0891
H -2.817874 0.059818 4.147166 0.0630 0.0468 0.1064 0.0699
H -3.329143 -0.822368 5.603786 0.0136 0.1494 0.0528 0.0749
C 0.609804 -4.587444 1.351895 0.0199 0.2168 -0.0827 -0.2244
P 1.327238 -2.901337 1.348798 0.1303 -0.5055 0.9333 0.9026
C 1.164623 -2.296898 3.069264 -0.0634 0.0314 -0.3691 -0.4343
C 1.313318 -3.165981 4.143290 -0.0507 0.0669 -0.0172 -0.0718
C 1.250728 -2.681394 5.437977 -0.0063 -0.0216 0.0466 -0.0564
C 1.055795 -1.328377 5.669525 0.0239 0.0928 -0.0637 -0.0703
C 0.928859 -0.453820 4.600914 0.0262 0.0957 0.0408 -0.0803
C 0.977992 -0.938042 3.304128 0.0121 -0.1892 -0.1042 -0.1474
C 3.118547 -3.246247 1.324319 -0.0984 0.1200 -0.1251 -0.3684
C 3.627820 -4.326090 0.606478 -0.0750 0.1201 0.1968 -0.0949
C 4.978596 -4.618803 0.659667 0.1548 -0.0131 0.0251 -0.0532
C 5.832847 -3.826517 1.412773 -0.0636 -0.0201 -0.0577 -0.0544
C 5.332953 -2.732889 2.105955 0.1851 0.0129 -0.0842 -0.0685
C 3.985079 -2.432626 2.052984 -0.0985 -0.0915 -0.0425 -0.0986
H 1.306118 -5.293762 1.800719 -0.0172 -0.0066 0.0127 0.0580
H 0.412775 -4.873873 0.321298 0.0002 -0.1000 -0.0334 0.0395
H -0.323219 -4.576539 1.908498 -0.0830 0.0564 0.0124 0.0299
H 1.493020 -4.216244 3.973876 -0.0037 -0.1442 -0.0094 0.1143
H 1.365507 -3.358703 6.268670 0.0109 -0.0924 0.1141 0.1154
H 1.013732 -0.951737 6.679084 0.0057 0.0271 0.1277 0.1131
H 0.805458 0.604822 4.776780 -0.0489 0.0728 0.0421 0.1085
H 0.882711 -0.262215 2.462266 -0.0605 0.0966 -0.0159 0.0870
H 2.968108 -4.942835 0.015870 -0.0783 -0.1899 -0.0471 0.1110
H 5.363917 -5.469875 0.118356 0.0565 -0.0534 -0.0706 0.1224
H 6.885004 -4.059808 1.452552 0.1099 -0.0407 0.0333 0.1152
H 5.995000 -2.120029 2.699111 0.0738 0.0532 0.0472 0.1100
H 3.598207 -1.590457 2.610650 0.0142 0.0207 0.0857 0.1003
C -3.507991 -2.103028 -4.228456 0.1182 0.0455 0.1792 -0.0276
C -3.373409 -0.913304 -3.526169 0.1148 -0.0282 -0.0182 -0.0473
C -2.370862 -0.815499 -2.577847 -0.1399 0.0798 -0.3172 -0.2169
N -1.528797 -1.813121 -2.316506 0.1920 0.0065 0.1276 -0.0789
C -1.658699 -2.956194 -2.984508 -0.1724 -0.4048 -0.2980 -0.1208
C -2.638706 -3.145187 -3.945167 -0.0275 0.0966 0.0368 -0.0177
H -4.276399 -2.215648 -4.977389 -0.0746 -0.0073 -0.0651 0.1203
H -4.031374 -0.078753 -3.711730 -0.0623 0.0547 0.0316 0.1137
H -2.221517 0.085745 -2.001947 -0.1101 0.0787 0.0391 0.0572
H -0.944137 -3.728045 -2.740963 0.0055 -0.0792 -0.0229 0.1034
H -2.712886 -4.087757 -4.463158 0.0302 -0.0919 -0.0305 0.1191
```
Positions in Å, forces in eV/Å.

For the HOMO-LUMO gap, the calculation gives 0.0932 Eh. As for the relative energy (zero: lowest compared OMol25 entry of this formula, charge and spin): 110.3 kJ/mol. The net charge is +2.